Record 1
ORCA calculation (the ωB97M-V functional and the def2-TZVPD basis) on an isolated molecule of C4H4O2.

Values from the calculation:
Kohn-Sham gap   0.4100 Eh
SMILES string   C#CCOC=O
Net charge   0
E_LUMO   0.8 eV

Structure (XYZ):
```
10
Properties=species:S:1:pos:R:3:forces:R:3:lowdin_charge:R:1
O -0.870254 2.474067 1.174346 0.3656 -0.4963 -0.2156 0.089
H -1.167317 0.855179 -0.013486 0.0441 0.0818 0.0963 0.123
C -0.524425 1.458429 0.640742 -0.1986 0.3250 0.1215 -0.336
C 1.077951 -0.316674 0.223498 0.0475 -0.2199 -0.0899 -0.176
H -1.719106 -1.859750 -1.721359 0.2335 0.0022 0.0783 0.041
H 1.977344 -0.165752 -0.383059 -0.2117 0.0687 0.0476 0.131
C -0.885503 -1.457183 -1.185661 0.3915 0.1890 0.2188 0.130
O 0.723154 0.955678 0.788605 -0.1121 0.0323 0.0176 -0.012
C 0.029798 -0.968016 -0.575768 -0.4542 -0.1235 -0.2027 -0.121
H 1.358358 -0.975979 1.052141 -0.1055 0.1406 -0.0719 0.132
```
Forces are in eV/Å.

Record 2
ORCA calculation (the ωB97M-V functional and the def2-TZVPD basis) on a structure of composition C33H64As2ClEuFN4O11PSi4 in a non-equilibrium geometry.

Values from the calculation:
Kohn-Sham gap (alpha / beta)   0.2172 / 0.2232 Eh
<S²>   12.01
Spin multiplicity   7
Net charge   0
E_LUMO (alpha / beta)   -2.0 / -1.9 eV

Structure (XYZ):
```
122
Properties=species:S:1:pos:R:3:forces:R:3:lowdin_spin:R:1
N 11.662482 14.551275 17.337395 2.9914 -1.0558 -1.4176 0.000
H 10.078187 15.184436 19.155789 0.1624 0.2504 0.0758 0.000
H 10.892932 5.293900 10.651121 -0.4685 0.7021 0.3154 0.000
Si 6.021122 7.304164 12.900781 -0.2044 -3.5108 0.3363 0.000
H 16.492032 15.757897 16.896431 0.1457 0.0474 -0.5490 0.000
H 7.128325 11.447798 11.542832 0.3911 0.0349 0.0510 0.000
C 4.843969 8.610717 13.297283 -0.1375 1.3025 -0.3027 0.000
H 14.651424 14.476123 18.115108 -0.4002 0.0725 0.1975 0.000
H 17.063554 11.398737 11.109606 -0.3215 0.0035 -0.1898 0.000
O 12.383365 14.387118 16.322290 -1.5831 0.8314 1.9473 0.000
H 7.071065 16.387626 10.406023 0.1325 0.8710 -0.0556 0.000
C 10.164523 6.123024 10.469398 0.2263 0.8386 0.4895 0.000
C 8.814450 17.526681 12.650822 -0.5169 0.0536 0.1738 0.000
H 10.023666 11.728939 10.205490 -0.2877 -0.3480 -0.7737 0.000
O 6.321814 14.856963 19.534735 2.4379 -0.0747 0.5488 0.000
Eu 10.383188 10.852798 13.759453 0.3323 1.7333 1.3627 6.066
C 16.435206 14.262624 13.839791 -0.3616 0.7325 -0.6102 0.000
C 17.122113 16.664356 15.072208 0.3999 -0.0991 0.0484 0.000
C 17.238258 16.552426 13.695429 -0.6720 -0.2110 -0.6876 0.000
C 16.661543 15.616737 15.820996 -1.3923 -1.6706 0.6033 0.000
H 7.298705 6.812069 15.056527 -0.2501 -0.2019 -0.2114 0.000
H 9.147428 5.782252 10.682488 0.2137 -0.0827 -0.2694 0.000
H 12.436161 9.409252 11.030977 0.1991 -0.4918 -0.0184 0.000
C 8.252643 14.334005 18.439847 -0.2483 -1.3631 -1.9293 0.000
C 17.061433 12.462964 11.347217 -0.9129 -0.2812 -0.1883 0.000
N 7.519447 12.622347 15.200710 0.2308 -1.1111 -2.1506 0.000
H 9.202195 16.376049 9.780710 0.6821 0.1645 0.0020 0.000
Si 10.761685 7.645595 11.586057 2.9084 -1.1616 0.3274 0.000
H 17.316515 17.536637 15.667422 0.4258 0.6383 -0.4337 0.000
H 9.178602 9.164665 17.931665 -1.1390 0.0308 0.0201 0.000
H 7.768415 5.821075 13.742364 0.6972 -0.4812 -0.6563 0.000
H 4.225138 5.660880 12.851686 -0.2405 -0.1761 -0.0353 0.000
H 6.089646 10.201430 10.877447 -0.2914 -0.0197 -0.0814 0.000
H 14.548603 14.051798 11.005568 -0.0025 -0.3360 1.2729 0.000
H 6.441939 11.675356 9.952141 -0.7486 0.8058 -0.3848 0.000
C 16.238199 14.396883 15.237491 0.7170 1.2754 -1.4124 0.000
H 10.323582 6.404638 9.421878 -0.4610 -0.0170 0.1207 0.000
C 14.320615 13.585005 12.015161 -0.5908 -0.5513 -1.8459 0.000
H 6.648305 9.081098 7.960345 -0.5373 -0.2907 -0.2703 0.000
As 15.081384 13.085926 16.047735 1.0330 -0.6388 -0.1163 0.000
H 6.867193 14.749823 9.911529 -0.0293 0.2288 0.6369 0.000
H 16.734980 15.392805 11.937450 0.2934 -0.4139 1.1106 0.000
O 10.151050 9.651601 15.896220 1.1838 0.4784 -0.8925 -0.015
H 11.987349 17.155133 11.017430 -0.4213 -0.3236 -0.3822 0.000
O 9.819629 8.867920 12.320503 -1.8398 0.0841 -1.5615 -0.006
As 15.819228 12.669941 12.866548 -0.2520 -0.1940 0.3793 0.000
H 18.077276 12.649611 11.602171 0.7749 0.6927 0.2334 0.000
H 12.671110 10.069231 15.475075 -0.6118 0.1919 -0.0937 0.000
C 9.609136 11.352705 9.228544 0.3243 0.0710 1.2350 0.000
C 7.620339 13.591377 17.385895 -0.6025 1.5744 2.0794 0.000
Si 8.439378 8.492493 11.312108 -1.0760 1.1467 0.0252 0.000
H 4.286807 8.680272 12.333711 0.1735 0.3646 0.7838 0.000
H 15.950023 10.780769 16.344517 0.7601 0.2604 -0.4095 0.000
Si 8.200420 10.110747 9.538400 0.4806 0.5506 0.3762 0.000
H 10.471865 11.015898 8.616502 -0.7220 0.1461 0.1927 0.000
H 10.487216 15.217099 10.054345 0.2268 -0.6977 -0.1467 0.000
P 9.537766 15.907542 12.137566 0.3123 -0.3284 -0.0428 0.000
H 13.555836 12.801005 11.797526 0.3114 0.7124 0.2416 0.000
H 8.920841 18.249729 11.850489 -0.1445 0.1502 -0.2435 0.000
H 10.838632 18.279920 10.298043 0.0973 -1.1618 -0.1212 0.000
O 10.520207 12.648982 15.403423 -1.7925 0.6660 0.8862 -0.006
H 8.302242 8.562308 7.612383 -0.0553 -0.0461 -0.0478 0.000
F 10.717814 12.402824 12.316616 -0.2983 -1.4959 0.6977 -0.025
C 9.599781 14.640882 18.371209 -0.3821 -1.2513 -1.5565 0.000
C 10.210530 9.073126 18.119186 1.7068 -0.0926 0.7603 -0.001
H 6.316693 5.391586 14.625417 0.0391 0.3443 -0.1482 0.000
O 12.593115 10.240251 14.464094 0.9056 -0.1208 -0.3560 -0.007
C 4.853034 6.079949 12.065466 -0.1896 -0.2106 -0.5730 0.000
C 11.380750 6.947215 13.188407 0.2374 0.0952 -0.5700 0.000
H 17.552784 17.399253 13.088199 -0.0714 -0.1113 0.1516 0.000
H 12.860993 7.794095 10.367600 0.7486 -0.3160 -0.4152 0.000
H 5.227289 9.589432 13.623867 -0.2512 -0.2930 -0.1318 0.000
H 8.590696 18.630464 14.594672 -0.0694 -0.3678 -0.3563 0.000
C 10.960637 9.552946 16.902849 0.0161 0.7793 -0.6226 -0.001
H 17.176814 11.918044 16.953169 -0.1534 -0.0715 -0.5728 0.000
H 7.759987 10.168387 7.043006 -0.1369 -0.5440 0.8412 0.000
C 9.350685 18.157181 13.954108 0.5582 0.8784 -0.2283 0.000
O 8.279223 15.254238 20.526102 -1.5984 -0.6911 -1.3104 0.000
H 5.906211 15.398810 11.305427 0.7042 0.0216 -0.6734 0.000
H 10.008873 19.013610 13.659340 -0.1743 -0.8128 0.4360 0.000
H 7.508100 14.941448 12.825865 0.0849 -0.2667 -0.1701 0.000
H 7.748165 17.282137 12.724430 0.0560 0.3728 0.1223 0.000
C 6.907996 15.410632 10.805445 -0.7874 -1.0432 0.0981 0.000
C 7.960060 14.956131 11.823905 0.3323 0.8431 0.5349 0.000
H 16.393513 14.100141 18.050075 -1.0149 -0.3417 -0.5832 0.000
N 7.233039 7.628259 11.832020 1.7796 1.6751 -1.4847 0.000
H 9.123964 12.240344 8.784269 0.2289 -0.3548 -0.1383 0.000
C 8.313349 13.179695 16.267080 -0.6861 -0.2224 0.1727 0.000
C 10.116043 16.169288 10.376774 -1.3093 0.4777 0.7255 0.000
H 4.189292 8.192195 14.046182 -0.4460 0.0623 0.2920 0.000
H 5.306171 5.241479 11.507421 0.1191 0.2884 0.4618 0.000
H 13.903665 14.323309 12.691099 -0.0915 0.0187 0.0490 0.000
C 16.804736 15.369863 13.054603 0.8037 0.6721 0.3943 0.000
O 12.179306 9.860999 16.951346 -1.4691 -0.6369 -0.3521 0.000
O 12.085710 14.942559 18.424693 0.2148 0.1019 -0.9408 0.000
H 16.700536 13.039012 10.485330 0.3939 -0.0951 0.2078 0.000
C 9.730453 13.268669 16.208827 3.3651 -0.1553 -0.4085 0.000
C 6.900527 6.224829 14.204712 -0.8489 1.0170 1.3891 0.000
H 15.322576 12.853727 18.569230 -0.5808 0.3995 -0.4299 0.000
H 6.546483 13.365862 17.466520 0.5871 0.2801 -0.0752 0.000
H 4.192155 6.565135 11.328402 0.0888 0.0014 0.2814 0.000
C 10.302442 14.151033 17.285508 -1.5714 -0.2140 -0.1662 0.000
H 11.668007 7.740746 13.881097 0.0154 -0.0255 -0.0278 0.000
C 11.200387 17.210148 10.236626 0.5501 1.4785 -0.2514 0.000
O 6.309605 12.814110 15.117131 2.1340 -0.3267 0.4276 0.001
H 17.118810 11.581910 15.168266 -0.3825 0.0562 0.2862 0.000
O 8.147851 11.965695 14.267393 -1.2347 0.9128 1.7057 -0.005
N 7.578309 14.832343 19.588342 -2.0669 0.7517 1.1603 0.000
Cl 10.605982 7.356535 18.383859 -0.0715 -0.2099 0.0302 0.000
C 7.666367 9.410739 7.864421 0.4044 0.7033 0.1886 0.000
H 8.347848 13.981105 11.624139 -0.0529 -0.9606 -0.1475 0.000
H 13.514512 10.302947 14.130303 -0.8016 0.2344 0.0946 0.000
C 6.834346 10.948080 10.624320 0.8530 -0.9244 -0.6609 0.000
C 12.076054 8.501364 10.512557 -1.5971 1.2685 0.5887 0.000
C 16.527869 11.699251 16.082419 -0.6470 -0.5594 1.2961 0.000
H 10.547644 9.607111 19.009223 -0.1852 -0.0112 -0.1078 0.000
C 15.352479 13.701541 17.852979 1.7303 -0.2899 1.5283 0.000
H 12.280983 6.409609 12.892690 0.0179 -0.5907 0.5734 0.000
H 9.919818 17.460869 14.584308 -0.0768 0.1173 -0.2682 0.000
H 10.593873 6.342947 13.659533 0.4534 -0.1338 -0.1286 0.000
H 11.661536 8.913835 9.566637 0.2812 -0.6655 0.3541 0.000
H 11.691429 17.097930 9.251138 -0.1133 0.1875 0.4643 0.000
```
Forces are in eV/Å.

Record order is preserved below.
Calculated total energy: -305.2137, -9583.6538 hartree
Record order is preserved below.
Energy above the lowest of the compared OMol25 structures with the same formula, charge and spin: 41.3, 0.0 kcal/mol